# 1
Density functional theory data (ωB97M-V with the def2-TZVPD basis set) for an isolated molecule of C21H29NO4.

```
! RIJCOSX wB97M-V def2-TZVPD def2/J DEFGRID3
* xyz 0 1
C -0.943 3.583 2.397
C -0.198 3.876 1.118
O -0.287 4.895 0.486
O 0.573 2.844 0.778
C 1.305 2.935 -0.454
C 2.379 1.856 -0.431
C 1.755 0.463 -0.353
C 0.744 0.197 -1.481
C 1.451 0.173 -2.811
N 2.684 -0.074 -2.894
O 3.201 -0.123 -4.189
C -0.250 1.338 -1.513
C -1.560 1.183 -1.395
C -2.242 -0.137 -1.248
C -1.313 -1.192 -0.644
C -1.132 -1.045 0.872
C -2.442 -1.357 1.621
C -2.489 -2.880 1.734
C -1.056 -3.341 1.590
O -0.677 -4.481 1.625
C -0.167 -2.115 1.419
C 0.301 -1.755 2.842
C 1.077 -2.432 0.582
C 0.875 -2.355 -0.931
C 0.016 -1.183 -1.412
C 0.371 2.698 -1.642
H -1.304 4.510 2.832
H -1.793 2.944 2.162
H -0.297 3.057 3.093
H 1.743 3.939 -0.516
H 2.985 1.949 -1.331
H 3.026 2.004 0.436
H 1.250 0.374 0.605
H 2.559 -0.267 -0.420
H 0.832 0.330 -3.696
H 4.139 -0.325 -4.067
H -2.204 2.052 -1.428
H -3.145 -0.012 -0.650
H -2.567 -0.476 -2.238
H -1.759 -2.179 -0.820
H -0.791 -0.033 1.098
H -2.419 -0.901 2.611
H -3.319 -0.968 1.108
H -3.080 -3.333 0.937
H -2.905 -3.234 2.678
H -0.534 -1.663 3.531
H 0.964 -2.532 3.215
H 0.843 -0.811 2.828
H 1.887 -1.776 0.891
H 1.378 -3.453 0.834
H 1.848 -2.326 -1.424
H 0.373 -3.271 -1.256
H -0.252 -1.407 -2.454
H -0.398 3.472 -1.670
H 0.964 2.764 -2.557
*
```

electronic energy = -1173.3164 Ha
E_LUMO = 0.0226 hartree
structure (SMILES) = CC(=O)O[C@H]1CC[C@]2(/C=N/O)C(=CC[C@@H]3[C@H]4CCC(=O)[C@@]4(C)CC[C@@H]32)C1
HOMO-LUMO gap = 9.85 eV
HOMO = -9.23 eV
max |F| = 0.813 eV/A
energy relative to the best compared isomer or geometry (same formula, charge and spin) = 46.51 kcal/mol

---

# 2
Density functional theory data (ωB97M-V with the def2-TZVPD basis set) for a 12-piece molecular cluster, C40H95Cl2O32P5 overall at a distorted geometry.

```
! RIJCOSX wB97M-V def2-TZVPD def2/J DEFGRID3
* xyz 0 1
C 33.874 -3.202 23.519
O 34.121 -3.658 22.219
P 32.920 -4.346 21.388
O 33.256 -4.768 19.990
O 32.460 -5.518 22.359
C 31.502 -6.529 21.893
O 31.743 -3.223 21.464
C 30.561 -3.324 20.687
H 34.373 -3.767 24.306
H 32.818 -3.036 23.731
H 34.234 -2.186 23.679
H 31.814 -7.517 22.234
H 31.556 -6.615 20.807
H 30.483 -6.405 22.259
H 30.661 -2.554 19.923
H 29.711 -3.019 21.297
H 30.266 -4.297 20.293
C 31.086 -0.239 24.064
O 30.694 -0.903 25.209
P 30.317 -0.100 26.527
O 30.032 -0.943 27.706
O 31.518 0.920 26.734
C 31.686 1.604 28.013
O 29.098 0.902 26.123
C 28.127 0.538 25.219
H 32.169 -0.116 24.071
H 30.614 0.728 23.889
H 30.825 -0.820 23.180
H 31.046 1.268 28.829
H 31.379 2.645 27.916
H 32.740 1.493 28.268
H 28.280 -0.460 24.809
H 28.027 1.182 24.345
H 27.174 0.371 25.721
C 31.187 3.605 24.720
O 31.988 4.544 25.430
P 33.534 4.880 25.060
O 34.213 5.889 25.952
O 34.184 3.392 24.986
C 34.517 2.644 26.135
O 33.402 5.180 23.458
C 34.493 5.548 22.616
H 30.705 4.049 23.848
H 30.437 3.202 25.400
H 31.867 2.836 24.354
H 34.349 3.211 27.051
H 35.541 2.271 26.110
H 33.908 1.740 26.125
H 34.287 6.480 22.090
H 34.643 4.745 21.895
H 35.348 5.892 23.197
C 24.906 -2.761 24.904
O 26.098 -2.191 24.418
P 27.133 -2.993 23.435
O 26.586 -4.101 22.609
O 27.874 -1.809 22.663
C 27.042 -0.852 21.934
O 28.293 -3.458 24.481
C 29.349 -4.221 23.994
H 25.116 -3.403 25.760
H 24.389 -3.363 24.157
H 24.227 -1.920 25.042
H 26.047 -1.207 21.665
H 27.454 -0.631 20.950
H 27.012 0.079 22.501
H 29.565 -5.102 24.598
H 30.229 -3.577 24.007
H 29.241 -4.502 22.946
C 33.310 6.859 17.365
O 33.704 7.199 18.713
P 35.326 7.376 19.071
O 36.151 7.908 17.936
O 35.330 8.284 20.414
C 36.553 8.710 20.977
O 35.638 5.903 19.633
C 35.580 4.784 18.740
H 32.583 6.050 17.443
H 34.072 6.534 16.657
H 32.802 7.745 16.986
H 36.931 7.994 21.706
H 36.492 9.716 21.394
H 37.384 8.732 20.272
H 35.722 5.110 17.709
H 34.642 4.231 18.784
H 36.390 4.064 18.849
C 31.243 9.529 20.272
C 32.636 10.085 19.948
O 32.741 11.426 20.362
C 33.176 11.778 21.634
C 33.020 13.284 21.814
O 33.610 11.008 22.488
H 30.890 9.953 21.212
H 31.106 8.455 20.148
H 30.606 10.004 19.526
H 33.376 9.459 20.447
H 32.880 10.020 18.887
H 33.313 13.765 20.881
H 33.555 13.671 22.681
H 31.975 13.580 21.908
C 31.862 8.295 24.135
C 30.554 7.813 24.801
O 29.710 7.140 23.947
C 28.374 7.471 23.868
C 27.717 6.789 22.690
O 27.772 8.243 24.653
H 32.476 8.834 24.857
H 31.599 8.956 23.309
H 32.527 7.548 23.702
H 30.745 7.149 25.645
H 30.096 8.688 25.262
H 28.025 7.265 21.758
H 26.650 6.991 22.778
H 27.912 5.725 22.555
C 36.939 -1.330 19.484
C 35.834 -1.401 20.530
O 35.589 -0.039 20.878
C 34.431 0.331 21.530
C 34.306 1.852 21.781
O 33.467 -0.418 21.638
H 37.899 -1.076 19.933
H 36.729 -0.706 18.615
H 37.146 -2.291 19.013
H 34.977 -1.887 20.064
H 36.229 -1.950 21.385
H 34.781 2.178 22.706
H 33.256 2.144 21.755
H 34.848 2.392 21.004
C 27.347 7.155 18.372
C 26.243 6.258 18.780
O 26.795 5.263 19.692
C 26.132 4.119 19.860
C 26.859 3.145 20.712
O 25.159 3.739 19.232
H 28.116 6.677 17.765
H 27.742 7.674 19.245
H 26.801 7.855 17.740
H 25.568 6.860 19.389
H 25.776 5.824 17.896
H 26.546 3.273 21.748
H 27.946 3.185 20.639
H 26.514 2.175 20.353
C 32.526 -2.111 16.889
C 33.441 -0.951 17.256
O 32.977 0.302 16.884
C 33.440 1.351 17.552
C 32.908 2.669 17.008
O 34.354 1.344 18.373
H 31.637 -1.929 17.494
H 32.954 -3.052 17.235
H 32.315 -2.145 15.820
H 33.770 -0.993 18.294
H 34.336 -1.144 16.665
H 32.420 3.158 17.852
H 32.104 2.474 16.299
H 33.691 3.290 16.573
C 30.296 5.222 20.253
C 31.529 4.278 20.508
O 31.312 2.914 20.077
C 30.675 1.966 20.865
C 30.668 0.620 20.282
O 30.113 2.213 21.958
H 29.344 4.877 20.656
H 30.201 5.345 19.174
H 30.526 6.178 20.722
H 32.444 4.636 20.035
H 31.751 4.240 21.575
H 30.719 -0.141 21.061
H 31.636 0.471 19.802
H 29.808 0.534 19.619
Cl 28.803 3.460 16.981
C 27.470 2.266 16.963
Cl 27.974 0.803 17.874
H 26.594 2.679 17.463
H 27.126 2.066 15.948
*
```

electronic energy = -6616.3804 Ha
E_LUMO = 0.0072 hartree
structure (SMILES) = COP(=O)(OC)OC.COP(=O)(OC)OC.COP(=O)(OC)OC.COP(=O)(OC)OC.COP(=O)(OC)OC.CCOC(C)=O.CCOC(C)=O.CCOC(C)=O.CCOC(C)=O.CCOC(C)=O.CCOC(C)=O.ClCCl
HOMO-LUMO gap = 10.53 eV
HOMO = -10.33 eV
max |F| = 4.131 eV/A
energy relative to the best compared isomer or geometry (same formula, charge and spin) = 61.14 kcal/mol

---

# 3
Density functional theory data (ωB97M-V with the def2-TZVPD basis set) for a 2-piece molecular cluster, C5H10O overall at a distorted geometry.

```
! RIJCOSX wB97M-V def2-TZVPD def2/J DEFGRID3
* xyz 0 1
C -1.493 -1.577 -0.138
C -0.543 -0.944 0.542
C 0.862 -0.801 0.146
C 1.753 0.064 0.911
O 1.761 -1.329 1.109
H -2.485 -1.754 0.260
H -1.290 -1.950 -1.125
H -0.730 -0.634 1.557
H 1.096 -1.040 -0.889
H 2.625 0.460 0.417
H 1.378 0.657 1.742
C -0.564 1.767 -0.876
H -0.150 2.365 -0.034
H -1.384 2.333 -1.305
H 0.225 1.672 -1.633
H -1.061 0.712 -0.685
*
```

electronic energy = -271.6538 Ha
E_LUMO = 0.0396 hartree
structure (SMILES) = C=C[C@H]1CO1.C
HOMO-LUMO gap = 10.70 eV
HOMO = -9.62 eV
max |F| = 3.050 eV/A
energy relative to the best compared isomer or geometry (same formula, charge and spin) = 62.02 kcal/mol

---

# 4
Density functional theory data (ωB97M-V with the def2-TZVPD basis set) for a 2-piece molecular cluster, C3H7N2 overall at a distorted geometry.

```
! RIJCOSX wB97M-V def2-TZVPD def2/J DEFGRID3
* xyz 1 1
C -2.292 0.562 0.326
C 0.986 0.072 -0.495
C 2.328 0.151 0.137
N -0.141 0.057 0.049
N -3.038 -0.364 -0.031
H 1.021 0.197 -1.567
H 2.621 1.180 -0.205
H 3.128 -0.510 -0.120
H 2.396 0.399 1.157
H -0.273 -0.094 0.978
H -4.000 -0.307 0.286
H -2.736 -1.343 -0.514
*
```

electronic energy = -227.5970 Ha
E_LUMO (alpha / beta) = -0.2095 / -0.2095 hartree
HOMO-LUMO gap (alpha / beta) = 9.25 / 9.25 eV
HOMO (alpha / beta) = -14.95 / -14.95 eV
max |F| = 4.689 eV/A
energy relative to the best compared isomer or geometry (same formula, charge and spin) = 98.71 kcal/mol

---

# 5
Density functional theory data (ωB97M-V with the def2-TZVPD basis set) for a 2-piece molecular cluster, C19H16N2O overall at a distorted geometry.

```
! RIJCOSX wB97M-V def2-TZVPD def2/J DEFGRID3
* xyz 0 1
N 0.574 -2.517 -0.197
C 1.259 -3.682 -0.505
N 0.704 -4.778 0.105
C -0.366 -4.316 0.824
C -1.223 -5.223 1.618
O -1.086 -6.421 1.759
C -0.430 -2.890 0.626
H 2.134 -3.724 -1.152
H -2.053 -4.640 2.094
H -1.173 -2.242 1.078
C 0.978 0.551 -1.269
C 0.309 0.425 -2.523
C 0.935 -0.251 -3.607
C 0.281 -0.411 -4.822
C -1.015 0.101 -5.001
C -1.648 0.782 -3.951
C -1.000 0.949 -2.731
C 0.506 1.322 -0.213
C 1.129 1.366 1.028
C 0.622 2.080 2.156
C 1.411 2.214 3.334
C 0.927 2.895 4.443
C -0.358 3.462 4.420
C -1.153 3.345 3.270
C -0.676 2.670 2.151
H 1.929 0.031 -1.141
H 1.942 -0.644 -3.449
H 0.778 -0.941 -5.636
H -1.529 -0.029 -5.953
H -2.655 1.182 -4.079
H -1.503 1.472 -1.915
H -0.379 1.940 -0.376
H 2.072 0.827 1.141
H 2.407 1.767 3.336
H 1.548 2.983 5.336
H -0.738 3.991 5.294
H -2.153 3.781 3.246
H -1.304 2.572 1.263
*
```

electronic energy = -918.2288 Ha
E_LUMO = -0.1208 hartree
HOMO-LUMO gap = 3.03 eV
HOMO = -6.32 eV
max |F| = 3.187 eV/A
energy relative to the best compared isomer or geometry (same formula, charge and spin) = 86.22 kcal/mol

---

# 6
Density functional theory data (ωB97M-V with the def2-TZVPD basis set) for a 10-piece molecular cluster, C36H48F4N4O12 overall at a distorted geometry.

```
! RIJCOSX wB97M-V def2-TZVPD def2/J DEFGRID3
* xyz 0 1
C 14.286 16.480 -12.133
N 13.311 15.763 -12.970
O 13.762 14.857 -13.651
O 12.162 16.140 -12.973
H 15.273 16.323 -12.548
H 14.269 15.983 -11.160
H 14.031 17.524 -12.001
C 5.310 16.579 -9.867
N 4.747 15.527 -10.752
O 4.541 14.437 -10.251
O 4.569 15.801 -11.917
H 5.103 17.547 -10.299
H 6.341 16.351 -9.627
H 4.761 16.497 -8.927
C 13.005 17.481 -15.944
N 13.073 18.609 -14.971
O 14.106 18.795 -14.364
O 12.079 19.303 -14.863
H 12.757 17.963 -16.882
H 12.237 16.784 -15.625
H 13.973 16.994 -15.955
C 9.262 19.209 -16.449
N 9.278 17.755 -16.157
O 10.027 17.050 -16.801
O 8.534 17.363 -15.282
H 9.233 19.719 -15.492
H 8.356 19.382 -17.025
H 10.145 19.459 -17.022
C 6.527 23.598 -13.577
C 7.954 23.425 -14.096
O 8.892 24.287 -13.465
C 9.238 23.931 -12.213
C 10.254 24.865 -11.638
O 8.752 22.987 -11.646
H 6.277 22.784 -12.895
H 5.823 23.486 -14.400
H 6.422 24.549 -13.062
H 8.271 22.385 -13.998
H 8.010 23.650 -15.161
H 11.058 25.043 -12.348
H 10.634 24.456 -10.707
H 9.811 25.833 -11.394
C 5.609 19.117 -16.470
C 4.108 19.094 -16.309
O 3.690 20.282 -15.616
C 3.683 20.276 -14.271
C 3.339 21.646 -13.738
O 3.909 19.306 -13.603
H 6.099 19.171 -15.493
H 5.900 20.022 -17.012
H 6.011 18.235 -16.969
H 3.593 19.167 -17.264
H 3.778 18.191 -15.798
H 2.526 22.065 -14.325
H 4.202 22.283 -13.941
H 3.180 21.576 -12.669
F 10.929 18.627 -12.429
C 9.584 18.586 -12.433
C 8.937 17.382 -12.227
C 7.555 17.372 -12.232
C 6.846 18.548 -12.372
C 7.513 19.760 -12.555
C 8.895 19.762 -12.638
H 9.531 16.475 -12.227
H 7.088 16.399 -12.159
H 5.762 18.540 -12.435
H 6.921 20.656 -12.682
H 9.459 20.691 -12.641
F 15.404 24.010 -10.042
C 14.628 23.148 -10.728
C 15.163 22.433 -11.771
C 14.375 21.556 -12.508
C 13.033 21.438 -12.190
C 12.515 22.102 -11.083
C 13.326 22.933 -10.314
H 16.194 22.607 -12.063
H 14.806 20.964 -13.301
H 12.366 20.790 -12.747
H 11.483 21.974 -10.779
H 12.901 23.352 -9.410
F 5.113 16.187 -16.842
C 5.339 14.991 -16.253
C 5.448 14.964 -14.875
C 5.657 13.761 -14.219
C 5.711 12.585 -14.956
C 5.613 12.627 -16.331
C 5.474 13.854 -17.003
H 5.361 15.903 -14.341
H 5.729 13.767 -13.141
H 5.922 11.650 -14.450
H 5.699 11.766 -16.981
H 5.424 13.869 -18.083
F 12.782 12.058 -13.719
C 11.533 12.523 -13.500
C 10.605 12.345 -14.504
C 9.317 12.818 -14.317
C 8.993 13.406 -13.097
C 9.939 13.511 -12.092
C 11.252 13.132 -12.290
H 10.885 11.808 -15.401
H 8.513 12.729 -15.036
H 7.975 13.700 -12.887
H 9.663 13.993 -11.161
H 12.010 13.274 -11.535
*
```

electronic energy = -2921.5823 Ha
E_LUMO = 0.0044 hartree
structure (SMILES) = C[N+](=O)[O-].C[N+](=O)[O-].C[N+](=O)[O-].C[N+](=O)[O-].CCOC(C)=O.CCOC(C)=O.Fc1ccccc1.Fc1ccccc1.Fc1ccccc1.Fc1ccccc1
HOMO-LUMO gap = 9.04 eV
HOMO = -8.92 eV
max |F| = 1.351 eV/A

---

Question: max |F| of number 1 (C21H29NO4)?
Answer: 0.813 eV/A